No. 1
{"formula": "C10H7FN2OZr", "method": "the ωB97M-V functional and the def2-TZVPD basis", "species": ["O", "C", "F", "C", "C", "C", "C", "C", "C", "N", "C", "C", "N", "C", "H", "H", "H", "H", "H", "H", "H", "Zr"], "xyz": [[-4.07893, 0.03333, -1.12686], [-2.97473, 0.40323, -0.64522], [-2.99104, 1.27037, 0.26167], [-1.59795, -0.13346, -1.23039], [-0.43780, 0.48992, -0.49048], [-0.26178, 1.84256, -0.45336], [0.83987, 2.37627, 0.21873], [1.80860, 1.51832, 0.89800], [1.68273, 0.16748, 0.86802], [2.64561, -0.60980, 1.49024], [2.48567, -1.89081, 1.36938], [1.38044, -2.44712, 0.67774], [0.40436, -1.68874, 0.08455], [0.57470, -0.40885, 0.17508], [-1.59957, -1.25325, -1.09423], [-1.53002, 0.10317, -2.29605], [-0.93128, 2.53236, -0.94160], [1.00421, 3.44777, 0.24658], [2.64369, 1.97232, 1.41436], [3.20370, -2.55652, 1.82407], [1.28105, -3.52182, 0.61302], [-3.55154, -1.64675, -1.86324]], "forces_ev_per_a": [[-0.0048, 1.9732, 0.5105], [-0.2709, -0.0777, -0.0499], [0.3837, 0.0371, 0.0752], [-0.5580, 0.5581, 0.8640], [0.2383, -0.2960, -0.2397], [-0.1870, 0.2420, -0.2107], [-0.0990, -0.1323, -0.0399], [0.5717, 0.0052, 0.3420], [0.2478, 0.1053, 0.2230], [-0.5003, 0.4165, -0.1935], [0.3873, -0.4259, 0.0693], [-0.0713, -0.0357, 0.0113], [-0.0597, -0.1025, -0.1587], [-0.1376, -0.0327, -0.0863], [0.7866, 0.5293, 0.4076], [0.3474, 0.5493, -0.1228], [-0.1915, 0.1423, -0.1365], [-0.0216, 0.2444, -0.0195], [0.2603, 0.1268, 0.1220], [0.2513, -0.1192, 0.1437], [-0.1375, -0.2309, -0.0069], [-1.2351, -3.4764, -1.5042]], "mulliken_charge": [-0.41, 1.05, 0.00, -0.97, 0.37, -0.54, -0.55, -0.27, 0.32, -0.25, -0.38, -0.04, -0.40, 0.57, 0.51, 0.72, 0.53, 0.51, 0.60, 0.46, 0.52, 1.63], "multiplicity": 1, "charge": 4}

***

No. 2
{"formula": "C2H5O2", "method": "the ωB97M-V functional and the def2-TZVPD basis", "species": ["C", "C", "O", "O", "H", "H", "H", "H", "H"], "xyz": [[-1.55865, -0.26264, -0.19354], [0.74772, 0.29171, 0.10500], [1.85428, -0.35646, -0.22307], [-0.49918, -0.55442, 0.26437], [-2.40255, -0.84369, -0.02326], [-1.82084, 0.66383, -0.74226], [0.73085, 0.91798, 1.07372], [0.64609, 0.97611, -0.65187], [2.30227, -0.83242, 0.39091]], "forces_ev_per_a": [[-2.4369, 2.7353, -1.6383], [1.5237, 1.7820, 3.1899], [-2.2181, 1.2108, -3.2242], [2.7281, -1.5773, 0.7912], [-1.2667, -1.7516, 0.5750], [0.9430, -0.1406, 0.0043], [0.1817, -1.4947, -0.9948], [-1.3486, 1.4392, -2.1480], [1.8939, -2.2031, 3.4448]], "nbo_charge": [0.42, 0.21, -0.62, -0.31, 0.20, 0.19, 0.20, 0.20, 0.51], "multiplicity": 1, "e_above_lowest_kcal_mol": 18.22, "charge": 1}

***

Number 1: E_LUMO -19.7837 eV, gap between HOMO and LUMO 3.6 eV, calculated total energy -714.806420 hartree. Number 2: E_LUMO -6.2856 eV, gap between HOMO and LUMO 11.1 eV, calculated total energy -229.315945 hartree.